{"formula": "C54H41F2GaNO7Si", "method": "ωB97M-V/def2-TZVPD", "total_charge": -1, "e_tot_ha": -5077.51177, "homo_lumo_gap_ha": 0.2148, "symbols": ["Ga", "Si", "F", "F", "O", "O", "O", "O", "O", "O", "O", "N", "C", "C", "C", "C", "C", "C", "C", "C", "C", "C", "C", "C", "C", "C", "C", "C", "C", "C", "C", "C", "C", "C", "C", "C", "C", "C", "C", "C", "C", "C", "C", "C", "C", "C", "C", "C", "C", "C", "C", "C", "C", "C", "C", "C", "C", "C", "C", "C", "C", "C", "C", "C", "C", "C", "H", "H", "H", "H", "H", "H", "H", "H", "H", "H", "H", "H", "H", "H", "H", "H", "H", "H", "H", "H", "H", "H", "H", "H", "H", "H", "H", "H", "H", "H", "H", "H", "H", "H", "H", "H", "H", "H", "H", "H", "H"], "xyz": [[-6.760837, -4.719559, 4.240650], [-1.466797, -6.130482, 6.010107], [-6.028119, -5.042510, 7.040533], [-5.404560, -2.813878, 6.111647], [1.995376, 5.187657, -4.442720], [-6.616213, -3.416736, 2.860958], [2.657856, 1.113154, 2.835490], [6.774962, 7.031466, -2.937981], [-3.344565, 0.783311, -7.792821], [-0.367346, -1.452803, -0.738350], [-2.364801, 2.486687, -2.828258], [-4.029611, -2.527833, 2.482466], [-1.505754, -7.821644, 6.941168], [3.700496, 5.162910, -2.827719], [-1.560463, -0.793521, 1.701277], [5.804425, 7.880268, -5.418797], [3.164457, -5.787855, 6.004747], [-3.271815, 4.383643, -4.669606], [2.215901, -0.741272, -1.533484], [0.046572, 0.472009, 3.601640], [-2.299031, 0.698953, -4.349074], [-2.560746, 2.103263, -3.975770], [-2.908397, -4.957348, 6.645037], [-3.721706, 3.506816, -7.281876], [4.284173, 0.367049, -0.954978], [-3.291061, 2.599393, -6.305161], [3.869019, 6.491403, -4.993092], [2.089585, -3.096193, 6.309233], [3.385710, -4.137417, 6.160919], [5.691179, 6.586827, -3.295662], [0.566816, 0.167342, 2.337031], [2.480117, 0.249831, 0.658973], [1.697666, -0.437751, -0.267529], [0.527417, -3.666953, 6.283067], [-2.580677, 0.247097, -5.637730], [-1.276427, 0.150277, 3.907986], [-3.706216, 5.284263, -5.643270], [-2.082208, -0.473271, 2.955666], [-1.706727, -6.555455, 4.107503], [3.508001, -0.338401, -1.874093], [3.774788, 0.657939, 0.312393], [-3.093552, 1.180229, -6.661594], [3.105795, 5.586407, -4.110816], [4.834980, 4.293473, -0.426192], [-2.360919, -1.095749, -5.971166], [3.000431, 4.275729, -1.999376], [4.957256, 5.629042, -2.444730], [3.344078, 6.847884, -6.241222], [1.580342, -6.317712, 5.987309], [5.275470, 8.239237, -6.659376], [-4.028671, -4.951103, 5.447286], [-1.838857, -1.974352, -5.020800], [-5.474957, -4.287474, 5.855336], [-1.768861, -0.183185, -3.399746], [5.528210, 5.188972, -1.243400], [-3.054516, 3.040408, -5.004025], [-0.231434, -0.478188, 1.393517], [0.317147, -0.836827, 0.070499], [-3.923829, 4.848186, -6.949928], [3.569208, 3.843346, -0.800468], [-5.177814, -3.169245, 2.511701], [4.051065, 7.716259, -7.074506], [-1.534118, -1.516587, -3.739164], [5.104710, 6.994940, -4.588555], [0.282694, -5.280146, 6.116320], [1.954853, 0.549253, 2.006016], [4.388505, 1.206366, 1.025264], [-2.193885, -1.284974, 0.964630], [-4.253208, 5.552152, -7.711121], [-1.786033, -8.725906, 6.216855], [-0.401025, -2.949286, 6.366546], [6.763310, 8.288117, -5.103778], [2.013928, 3.916221, -2.287385], [5.287789, 0.689454, -1.223830], [-1.680267, 0.391592, 4.888804], [-1.739406, -5.506159, 3.539335], [-0.793816, -7.185803, 3.717971], [-3.117090, -0.712552, 3.190070], [-3.099313, 4.732369, -3.652740], [-1.115351, -2.198408, -3.002322], [1.614014, -1.287392, -2.257961], [-0.432340, -8.026115, 7.421755], [0.667962, 0.963668, 4.348089], [-6.245121, -6.121264, 3.589858], [-3.577274, -4.301898, 4.564553], [5.282416, 3.948997, 0.503652], [-2.289731, -7.842567, 7.829010], [-2.591209, -1.458882, -6.971236], [3.644866, 7.986100, -8.046807], [3.025884, 3.151417, -0.160586], [-1.664540, -3.015693, -5.282614], [-3.405318, -5.388973, 7.620178], [4.071420, -6.524230, 5.883596], [-8.280824, -4.925813, 4.688170], [-2.475121, -3.878965, 6.906993], [2.333528, -1.933723, 6.405885], [3.907184, -0.571462, -2.858853], [-2.752817, -7.093503, 3.908766], [-3.896968, 3.173847, -8.303649], [-1.533378, 0.165872, -2.395702], [4.514593, -3.751865, 6.141283], [1.424233, -7.491257, 5.838909], [-4.267375, -6.069420, 5.104565], [-3.870539, 6.327584, -5.382699], [2.386346, 6.447606, -6.569742], [6.514668, 5.538045, -0.942313], [5.822148, 8.923230, -7.304837]], "forces_ev_per_a": [[-0.17, -1.40, 1.10], [-0.55, 0.03, -0.57], [1.52, 2.03, -1.75], [0.33, -3.16, 0.39], [0.74, 0.29, 0.17], [6.65, 1.30, -2.23], [-0.16, -0.19, -0.49], [-0.57, -0.22, -0.23], [0.11, 0.27, 0.54], [0.49, 0.34, 0.29], [-0.13, -0.17, -0.78], [-9.71, -6.20, -0.27], [0.34, -1.51, 1.07], [-0.06, -0.36, 0.53], [-0.05, 0.07, 0.14], [-0.13, 0.07, -0.30], [-4.19, 3.32, 0.30], [-0.09, 0.21, -0.24], [0.30, 0.13, -0.04], [-0.21, -0.06, 0.04], [0.23, -0.57, 0.14], [0.31, 0.34, 1.52], [-0.30, 0.24, 0.24], [-0.06, 0.36, 0.08], [-0.23, -0.01, 0.32], [-0.16, 0.67, -0.17], [0.11, 0.34, -0.57], [-0.24, -3.69, -0.53], [-3.32, -1.81, -0.12], [1.23, 0.45, 0.50], [-0.20, 0.08, 0.43], [0.55, 0.05, -0.51], [0.56, 0.02, -0.51], [3.74, -2.88, -0.41], [0.14, -0.53, 0.08], [0.37, 0.03, -0.30], [0.12, -0.33, 0.17], [0.15, 0.20, -0.06], [-0.40, 0.66, -0.71], [-0.29, -0.04, 0.19], [0.12, -0.18, -0.35], [-0.23, -0.62, -1.19], [-1.43, -0.58, -0.34], [0.10, 0.26, -0.33], [0.12, -0.18, 0.19], [0.13, -0.09, 0.24], [0.01, -0.34, 0.50], [0.15, 0.21, -0.23], [1.67, 3.46, 0.16], [0.05, -0.16, 0.34], [-0.01, 1.01, 1.08], [-0.14, 0.38, -0.18], [0.24, -0.60, -0.96], [0.06, -0.23, -0.04], [-0.15, -0.23, 0.21], [-0.21, 0.65, -0.20], [-0.52, -0.02, 0.28], [-1.05, -0.68, -0.58], [0.09, -0.41, 0.02], [-0.11, 0.20, -0.29], [2.84, 5.23, 2.02], [-0.10, -0.22, 0.31], [-0.06, 0.23, -0.01], [0.03, 0.34, -0.57], [4.60, 1.46, 0.30], [0.37, 0.53, 1.18], [-0.28, -0.17, -0.02], [0.23, 0.06, 0.20], [0.05, -0.15, 0.13], [0.71, 1.98, 1.53], [2.21, -1.55, -0.19], [-0.24, -0.21, 0.08], [0.25, 0.17, -0.07], [-0.18, -0.04, 0.06], [0.07, -0.04, -0.18], [0.14, -2.37, 0.97], [-1.87, 1.18, 0.65], [0.36, 0.04, -0.12], [0.02, -0.27, -0.21], [-0.11, 0.22, -0.05], [0.00, 0.14, 0.29], [-2.33, 0.24, -1.00], [-0.01, -0.10, -0.31], [0.13, 0.36, 0.07], [-1.26, -1.52, 1.60], [-0.08, 0.08, -0.16], [1.62, 0.13, -1.83], [0.01, 0.27, 0.19], [0.05, -0.06, 0.19], [0.09, 0.18, -0.16], [-0.05, 0.19, 0.04], [1.05, 0.83, -1.84], [-2.05, 1.68, 0.29], [0.10, 0.47, -0.14], [-1.20, -2.19, -0.68], [-0.70, -2.88, -0.24], [-0.09, 0.04, 0.18], [2.45, 1.03, 0.34], [0.08, -0.10, 0.32], [-0.13, -0.01, -0.28], [-2.90, -0.71, 0.11], [0.18, 2.91, 0.40], [0.44, 2.69, 0.70], [0.04, -0.20, -0.03], [0.22, 0.02, 0.26], [-0.25, 0.03, -0.22], [-0.09, -0.13, 0.13]]}